A single C24H30N6O2 molecule, computed with ωB97M-V with the def2-TZVPD basis set.

- LUMO level: 0.64 eV
- Multiplicity: 1
- Charge: 0
- Kohn-Sham gap: 8.422 eV
- E: -38410.508 eV

Element x y z (Å)
C1 1.9807 -2.4077 -1.8840
C2 0.8561 -1.6214 -2.5448
C3 0.7952 -0.1555 -2.1975
C4 -0.2589 0.6023 -2.7018
C5 -0.3459 1.9537 -2.4327
C6 0.6071 2.5851 -1.6527
C7 1.6493 1.8362 -1.1230
N1 2.6164 2.3737 -0.2647
C8 2.6296 3.5886 0.3583
O1 1.9513 4.5375 0.0362
C9 3.5687 3.6155 1.5548
C10 2.8081 3.1107 2.8038
C11 2.1379 1.8059 2.5314
C12 2.7329 0.5205 2.5562
C13 4.1003 0.1571 3.0144
N2 1.8902 -0.3874 2.1087
N3 0.7570 0.2664 1.7902
C14 -0.2558 -0.4194 1.1388
C15 -0.1715 -1.8194 1.0049
C16 -1.1453 -2.4428 0.2773
C17 -2.1572 -1.6328 -0.2964
N4 -3.0931 -2.1082 -1.1656
C18 -3.5365 -3.4852 -1.1882
C19 -4.8001 -3.6276 -0.3260
O2 -5.8178 -2.7661 -0.7755
C20 -5.3961 -1.4168 -0.7582
C21 -4.1458 -1.2177 -1.6203
N5 -2.1869 -0.3190 -0.0554
N6 -1.2644 0.2679 0.6387
C22 0.8631 1.6056 2.0383
C23 -0.2383 2.5655 1.8092
C24 1.7385 0.4732 -1.4045
H1 1.9084 -3.4574 -2.1619
H2 1.9183 -2.3356 -0.8006
H3 2.9521 -2.0397 -2.2063
H4 -0.1042 -2.0733 -2.2771
H5 0.9530 -1.7068 -3.6320
H6 -1.0133 0.1211 -3.3074
H7 -1.1684 2.5283 -2.8310
H8 0.5434 3.6393 -1.4428
H9 3.2530 1.6785 0.1026
H10 3.8954 4.6414 1.7244
H11 4.4436 2.9898 1.3712
H12 2.0614 3.8562 3.0811
H13 3.5151 3.0088 3.6297
H14 4.8595 0.6674 2.4221
H15 4.2398 -0.9161 2.9217
H16 4.2376 0.4454 4.0559
H17 0.6403 -2.3503 1.4745
H18 -1.1265 -3.5133 0.1466
H19 -3.7807 -3.7422 -2.2245
H20 -2.7617 -4.1613 -0.8335
H21 -4.5479 -3.4011 0.7228
H22 -5.2044 -4.6392 -0.3907
H23 -5.1745 -1.1041 0.2729
H24 -6.2339 -0.8340 -1.1420
H25 -4.3731 -1.4701 -2.6606
H26 -3.7878 -0.1925 -1.5459
H27 -0.5088 2.5843 0.7553
H28 -1.1252 2.2654 2.3644
H29 0.0656 3.5622 2.1170
H30 2.5550 -0.0895 -0.9760


A single C16H15N3OS molecule, computed with ωB97M-V with the def2-TZVPD basis set.

- LUMO level: 0.43 eV
- Multiplicity: 1
- Charge: 0
- Kohn-Sham gap: 7.939 eV
- E: -34189.176 eV

Element x y z (Å)
O1 1.8631 1.0661 -2.6050
C1 1.7374 0.7705 -1.4374
C2 0.5831 0.8827 -0.6028
C3 0.6029 0.5145 0.7113
C4 -0.6030 0.6351 1.6113
N1 -1.8445 0.7724 0.9036
C5 -2.4890 2.0654 0.9468
C6 -3.4900 2.2169 -0.1896
C7 -4.5043 1.0850 -0.1008
C8 -3.7803 -0.2321 -0.1444
C9 -4.3900 -1.3485 -0.6875
C10 -3.7409 -2.5693 -0.7497
C11 -2.4448 -2.6613 -0.2765
C12 -1.8131 -1.5571 0.2612
C13 -2.4693 -0.3250 0.3537
N2 1.7085 0.0198 1.3205
C14 2.7676 -0.0984 0.5894
S1 4.2853 -0.7183 1.1720
C15 4.9799 -0.4949 -0.4106
C16 4.0958 0.0116 -1.2797
N3 2.8571 0.2362 -0.7272
H1 -0.3147 1.2622 -1.0605
H2 -0.6166 -0.2353 2.2784
H3 -0.4591 1.5144 2.2476
H4 -3.0067 2.2043 1.9099
H5 -1.7174 2.8388 0.8659
H6 -2.9675 2.1614 -1.1467
H7 -3.9783 3.1898 -0.1197
H8 -5.0673 1.1705 0.8344
H9 -5.2203 1.1434 -0.9227
H10 -5.3985 -1.2560 -1.0663
H11 -4.2358 -3.4307 -1.1712
H12 -1.9127 -3.6001 -0.3299
H13 -0.7946 -1.6582 0.6010
H14 6.0022 -0.7576 -0.5863
H15 4.2391 0.2520 -2.3172


7 unconnected molecules or ions with the total composition C6H25NO6, computed with ωB97M-V with the def2-TZVPD basis set.

- LUMO level: 0.42 eV
- Multiplicity: 1
- Charge: 0
- Kohn-Sham gap: 9.580 eV
- E: -20400.381 eV

Element x y z (Å)
C1 2.9868 -0.5372 -2.1282
C2 1.6178 -0.4172 -1.5773
C3 0.4761 -0.2685 -2.2532
C4 0.4153 -0.0422 -3.7567
C5 -0.8134 -0.0598 -1.5688
C6 -1.0838 -0.8085 -0.2440
N1 -0.7408 -2.2041 0.0600
H1 3.6122 0.3377 -2.0135
H2 3.4180 -1.4929 -1.8918
H3 3.0395 -0.5464 -3.2066
H4 1.6348 -0.4212 -0.4667
H5 1.4361 0.0892 -4.1039
H6 0.1644 -0.8980 -4.3705
H7 -0.0877 0.9131 -3.9003
H8 -1.0204 1.0069 -1.3510
H9 -1.7935 -0.1250 -2.1742
H10 -0.5030 -0.4229 0.6644
H11 -2.1551 -0.4151 -0.0075
H12 0.2270 -2.3369 -0.2161
H13 -1.2491 -2.8555 -0.5520
O1 -1.5295 2.9704 2.0096
H14 -0.9478 2.3972 2.5577
H15 -0.9572 2.9386 1.1910
O2 1.6089 -0.0120 1.9063
H16 0.8923 0.3029 2.5874
H17 1.8248 -0.8768 1.6044
O3 -1.1851 -2.3692 2.8508
H18 -1.1315 -2.1546 1.9167
H19 -0.8356 -3.1214 3.2923
O4 -0.1698 0.4832 3.7708
H20 -0.5744 -0.3530 3.7130
H21 0.1524 0.9551 4.5456
O5 -3.5713 1.1429 0.2646
H22 -2.7860 0.9464 0.7474
H23 -3.8029 2.0621 0.0652
O6 0.8044 2.3388 0.6718
H24 1.7476 2.5030 0.8047
H25 0.8793 1.3507 0.5589


A single C2HClO4 molecule, computed with ωB97M-V with the def2-TZVPD basis set.

- LUMO level: 0.43 eV
- Multiplicity: 1
- Charge: 0
- Kohn-Sham gap: 11.533 eV
- E: -22799.155 eV

Element x y z (Å)
O1 1.3811 -2.9425 1.0708
C1 1.4888 -2.0275 0.3682
O2 2.5806 -1.4035 -0.2320
O3 1.7775 -0.4843 -0.9388
C2 0.5560 -1.0305 -0.3306
O4 -0.0744 -0.2195 0.5201
Cl1 -0.5310 -1.6275 -1.6107
H1 -0.4081 0.5180 0.0170


- What is the formula in the second record?
  C16H15N3OS